No. 1
Computed, not measured: 4 unconnected molecules or ions with the total composition C3H16NO4, with the ωB97M-V functional and the def2-TZVPD basis.

Kohn-Sham gap: 11.71 eV
energy above the lowest of the compared OMol25 structures with the same formula, charge and spin: 0.0 kJ/mol
total charge: +1
max |F|: 0.93 eV/A

Last column: Mulliken charge in e.
Atoms and positions in Å:
C: -0.622 0.658 1.826  -0.844
C: -1.393 -0.525 1.273  0.643
C: -2.591 -0.087 0.484  -1.556
O: -0.463 -1.256 0.471  -0.506
N: 0.625 0.140 2.495  -0.255
H: -0.276 1.351 1.062  0.342
H: -1.233 1.171 2.571  0.364
H: -1.660 -1.172 2.105  0.185
H: -3.376 0.385 1.078  0.392
H: -3.043 -0.942 0.011  0.437
H: -2.364 0.638 -0.289  0.387
H: -0.890 -1.569 -0.332  0.309
H: 1.242 -0.248 1.739  0.444
H: 0.371 -0.504 3.241  0.327
H: 1.172 0.909 2.878  0.348
H: 3.328 0.079 0.648  0.297
H: 2.297 0.523 -0.404  0.372
O: 2.406 0.350 0.566  -0.647
H: -0.338 0.687 -4.528  0.325
H: -1.306 -0.253 -3.863  0.315
O: -0.365 -0.154 -4.056  -0.630
H: 1.250 -0.082 -2.510  0.328
H: 2.093 1.150 -2.755  0.288
O: 1.696 0.641 -2.037  -0.666

=====

No. 2
Computed, not measured: 5 unconnected molecules or ions with the total composition C3H16O4S at a distorted geometry, with the ωB97M-V functional and the def2-TZVPD basis.

Kohn-Sham gap: 8.60 eV
structure (SMILES): CCSC.O.O.O.O
energy above the lowest of the compared OMol25 structures with the same formula, charge and spin: 245.5 kJ/mol
max |F|: 6.29 eV/A

Last column: Mulliken charge in e.
Atoms and positions in Å:
C: 0.616 -1.097 -1.091  -0.845
C: 1.124 0.297 -1.544  -0.463
S: 0.327 0.621 -3.159  -0.124
C: 0.909 2.210 -3.834  -0.840
H: 0.869 -0.999 -0.039  0.079
H: 1.153 -1.938 -1.482  0.378
H: -0.488 -1.305 -1.161  0.335
H: 2.181 0.464 -1.732  0.330
H: 0.907 1.070 -0.768  0.303
H: 1.976 2.405 -3.866  0.313
H: 0.816 2.393 -5.016  0.271
H: 0.297 2.909 -3.304  0.258
H: -1.648 -0.304 3.650  0.258
H: -2.226 1.102 3.395  0.354
O: -1.798 0.474 4.046  -0.603
H: 0.754 0.731 4.059  0.349
H: 0.921 -0.680 3.334  0.275
O: 1.246 0.163 3.350  -0.621
H: -3.395 0.014 1.498  0.325
H: -2.457 0.952 0.652  0.310
O: -2.502 0.323 1.391  -0.637
H: 0.203 -2.608 1.509  0.269
H: -0.137 -3.372 2.722  0.324
O: 0.447 -3.364 1.951  -0.598

=====

No. 3
Computed, not measured: 6 unconnected molecules or ions with the total composition C3H16O5 at a distorted geometry, with the ωB97M-V functional and the def2-TZVPD basis.

Kohn-Sham gap (spin up / spin down): 8.08 / 4.35 eV
energy above the lowest of the compared OMol25 structures with the same formula, charge and spin: 0.0 kJ/mol
total charge: +1
max |F|: 2.70 eV/A
2S+1: 2

Last column: Mulliken charge in e.
Atoms and positions in Å:
C: 1.257 2.209 0.098  -0.954
C: 2.636 1.677 0.105  0.393
C: 2.988 0.908 -0.999  -0.529
H: 1.043 2.630 -0.892  0.394
H: 0.479 1.513 0.486  0.374
H: 1.180 2.950 0.901  0.330
H: 3.255 2.018 0.927  0.363
H: 4.001 0.549 -1.149  0.307
H: 2.292 0.659 -1.795  0.321
H: -0.563 0.882 2.955  0.374
H: -1.102 -0.311 2.098  0.297
O: -0.670 0.545 2.049  -0.659
H: -3.313 -3.047 -5.305  0.329
H: -2.679 -3.040 -3.693  0.317
O: -3.145 -3.438 -4.436  -0.646
H: -2.367 -1.948 4.782  0.304
H: -1.731 -0.697 5.066  0.306
O: -1.787 -1.329 4.362  -0.591
H: 1.623 -2.437 -6.626  0.328
H: 0.554 -3.545 -6.304  0.330
O: 1.108 -2.857 -5.919  -0.658
H: -1.487 2.696 4.849  0.302
H: -2.209 1.593 4.007  0.353
O: -1.363 1.817 4.432  -0.684

=====

No. 4
Computed, not measured: a molecular structure, C3H17MgO6 at a distorted geometry, with the ωB97M-V functional and the def2-TZVPD basis.

Kohn-Sham gap: 7.12 eV
energy above the lowest of the compared OMol25 structures with the same formula, charge and spin: 0.0 kJ/mol
total charge: +1
max |F|: 1.93 eV/A

Last column: Mulliken charge in e.
Atoms and positions in Å:
Mg: -0.017 0.634 0.977  0.855
C: 1.511 -1.505 -2.301  -1.435
C: 0.228 -0.894 -1.769  0.899
C: -0.905 -1.866 -2.020  -1.427
O: 0.318 -0.574 -0.445  -0.237
H: 2.378 -0.998 -1.874  0.339
H: 1.559 -1.355 -3.385  0.396
H: 1.561 -2.576 -2.107  0.307
H: -0.001 -0.017 -2.420  0.061
H: -0.720 -2.784 -1.442  0.320
H: -0.983 -2.192 -3.062  0.383
H: -1.876 -1.482 -1.691  0.252
O: -0.503 1.914 2.550  -0.492
H: -0.705 2.856 2.560  0.278
H: -0.693 1.599 3.440  0.266
O: -1.407 1.815 -0.306  -0.512
H: -2.327 1.997 -0.092  0.267
H: -1.274 2.152 -1.198  0.258
O: 1.365 2.052 0.627  -0.431
H: 2.065 2.320 1.230  0.244
H: 1.477 2.592 -0.162  0.258
O: 1.252 -0.381 2.265  -0.470
H: 1.667 0.016 3.037  0.265
H: 1.664 -1.243 2.142  0.279
O: -1.611 -0.448 1.685  -0.467
H: -2.305 -0.872 1.171  0.277
H: -1.718 -0.759 2.589  0.267

=====

No. 5
Computed, not measured: 5 unconnected molecules or ions with the total composition C3H17NO4 at a distorted geometry, with the ωB97M-V functional and the def2-TZVPD basis.

Kohn-Sham gap: 9.28 eV
structure (SMILES): CN(C)C.O.O.O.O
energy above the lowest of the compared OMol25 structures with the same formula, charge and spin: 82.6 kJ/mol
max |F|: 1.16 eV/A

Last column: Mulliken charge in e.
Atoms and positions in Å:
C: -0.767 -0.858 1.853  -1.051
N: -0.500 -1.101 0.444  0.067
C: -1.239 -0.169 -0.393  -1.003
C: 0.910 -1.021 0.059  -0.962
H: -1.464 -1.600 2.246  0.242
H: -1.205 0.137 2.019  0.347
H: 0.149 -0.911 2.444  0.432
H: -1.197 -0.416 -1.452  0.361
H: -2.322 -0.181 -0.217  0.415
H: -0.921 0.869 -0.254  0.204
H: 0.949 -0.877 -1.013  0.533
H: 1.414 -1.948 0.313  0.265
H: 1.420 -0.182 0.564  0.151
H: 0.747 2.367 1.362  0.308
H: -0.455 3.166 0.810  0.296
O: 0.446 2.888 0.605  -0.612
H: 2.500 2.251 -1.581  0.304
H: 2.088 1.028 -0.804  0.300
O: 2.075 1.393 -1.696  -0.612
H: -1.287 -4.421 1.082  0.305
H: -0.398 -3.268 0.621  0.344
O: -0.476 -3.950 1.308  -0.659
H: 0.090 1.863 -2.139  0.383
H: -0.033 2.788 -3.353  0.287
O: -0.527 2.154 -2.828  -0.645

=====

No. 6
Computed, not measured: 7 unconnected molecules or ions with the total composition C3H17O8 at a distorted geometry, with the ωB97M-V functional and the def2-TZVPD basis.

Kohn-Sham gap (spin up / spin down): 9.87 / 4.94 eV
max |F|: 4.06 eV/A
2S+1: 2

Last column: Mulliken charge in e.
Atoms and positions in Å:
O: 1.024 0.973 -0.673  -0.721
C: 0.602 0.706 -1.823  0.550
O: 0.762 1.399 -2.851  -0.250
C: -0.592 -0.311 -1.912  0.245
C: -1.638 0.359 -2.864  -1.325
H: -0.241 -1.215 -2.461  0.347
H: -0.937 -0.397 -0.847  -0.174
H: -2.425 -0.323 -3.271  0.394
H: -2.302 1.003 -2.222  0.396
H: -1.244 0.950 -3.670  0.351
H: 2.726 -0.893 0.683  0.315
H: 2.041 -1.694 1.692  0.321
O: 2.938 -1.550 1.363  -0.591
H: 2.492 0.892 3.193  0.331
H: 1.601 -0.161 2.720  0.305
O: 1.979 0.198 3.589  -0.669
H: 1.889 1.464 0.651  0.539
H: 2.920 2.662 1.042  0.267
O: 2.453 1.903 1.325  -0.631
H: -0.341 -3.034 1.772  0.322
H: -1.270 -2.007 1.202  0.291
O: -1.263 -2.869 1.597  -0.634
H: -3.913 0.432 -0.131  0.331
H: -3.481 0.381 -1.634  0.238
O: -4.233 0.549 -1.022  -0.648
H: -0.160 0.332 2.247  0.343
H: 0.416 0.442 0.761  0.368
O: 0.198 -0.191 1.545  -0.608

=====

| no. | calculated total energy (Eh) |
| --- | --- |
| 1 | -479.3999 |
| 2 | -822.9674 |
| 3 | -499.7059 |
| 4 | -775.9415 |
| 5 | -480.1756 |
| 6 | -726.2975 |